No. 1
Computed, not measured: a molecular structure, C3H4N2O in a non-equilibrium geometry, with ωB97M-V/def2-TZVPD.

Calculated values
max |F| = 2.0 eV Å⁻¹
E = -8199.5303 eV

```
10
Properties=species:S:1:pos:R:3:forces:R:3
N -0.737696 0.182134 0.763076 -0.64 1.25 -0.12
C 0.100091 0.658533 -0.083505 0.03 -0.12 1.77
N 0.607953 1.884423 -0.316947 -0.14 -0.11 -0.41
C -0.125982 -1.441633 -0.111907 1.16 -0.99 -1.29
C -0.436158 -2.613678 -0.020202 0.60 1.25 -0.37
O 0.665018 -0.384301 -0.697420 -0.86 -1.16 0.23
H -1.385397 0.743603 1.297393 0.18 0.25 0.00
H 1.438723 1.963566 -0.878537 -0.11 0.03 0.00
H 0.335228 2.661736 0.257168 0.02 -0.14 -0.04
H -0.461780 -3.654382 -0.209118 -0.24 -0.25 0.22
```
Forces are in eV/Å.

---

No. 2
Computed, not measured: 8 unconnected molecules or ions with the total composition C22H64N4O8 in a non-equilibrium geometry, with ωB97M-V/def2-TZVPD.

Calculated values
max |F| = 2.8 eV Å⁻¹
E = -46188.3167 eV

```
98
Properties=species:S:1:pos:R:3:forces:R:3
C -12.972687 12.605896 -10.586108 0.93 -0.31 0.02
O -12.389403 12.917208 -11.839977 -0.09 -0.41 -0.43
C -13.247626 12.579231 -12.932286 -0.14 1.16 0.22
C -12.586538 12.988527 -14.259659 0.14 -0.64 0.19
C -12.373676 14.476080 -14.445061 0.46 0.18 0.49
N -13.302879 12.511216 -15.440469 -0.17 0.16 0.24
H -14.048163 12.782112 -10.616514 -0.01 0.13 0.33
H -12.431460 13.175929 -9.830083 -0.41 0.44 -0.05
H -12.743955 11.575317 -10.292503 -0.38 -0.25 -0.31
H -13.588346 11.538644 -12.919726 0.45 -0.24 -0.02
H -14.157503 13.174188 -12.770824 -0.23 0.03 -0.32
H -11.607627 12.506309 -14.290695 0.06 0.02 0.15
H -13.297737 14.994758 -14.702911 0.02 -0.06 -0.28
H -11.603313 14.565970 -15.210930 -0.36 0.36 -0.32
H -11.970557 14.987050 -13.568392 -0.14 -0.26 0.21
H -13.337165 11.501241 -15.483270 -0.10 -0.03 0.11
H -14.252108 12.864384 -15.385235 -0.12 -0.16 -0.24
C -12.108135 5.764775 -14.404901 1.04 -0.41 -0.40
O -12.898405 6.937234 -14.393959 -0.03 -0.45 0.99
C -13.455669 7.113919 -13.098450 -0.88 0.99 0.14
C -14.257696 8.421985 -13.089556 0.48 0.64 0.30
C -14.744908 8.760471 -11.702595 0.07 -0.14 1.57
N -15.312334 8.500189 -14.069934 -0.25 -0.54 -0.52
H -12.673760 4.835698 -14.507646 -0.33 0.21 -0.38
H -11.505177 5.597660 -13.506958 -0.17 0.58 0.28
H -11.378450 5.903898 -15.203376 -0.23 -0.34 -0.23
H -14.132133 6.285218 -12.864176 0.08 -0.16 0.03
H -12.680484 7.193203 -12.332162 0.19 -0.21 -0.08
H -13.544375 9.222760 -13.325056 0.16 -0.12 -0.27
H -15.139106 7.914910 -11.128851 0.07 -0.30 -0.30
H -15.517450 9.519482 -11.570080 0.00 0.16 -0.83
H -13.912742 9.136076 -11.100774 0.10 -0.11 -0.03
H -15.033796 7.902246 -14.843069 -0.21 0.17 -0.25
H -16.171506 8.101854 -13.706870 -0.03 0.00 0.06
C -9.442873 18.216060 -12.995565 -0.48 -0.24 0.40
O -9.560219 17.008252 -12.238062 0.60 0.00 -0.58
C -9.134233 15.892893 -13.005159 -0.05 -0.49 -0.78
C -8.602167 14.740977 -12.172492 -0.53 -0.67 -0.68
C -8.214766 13.566446 -13.097302 0.62 0.80 -0.03
N -9.613964 14.272148 -11.214348 0.41 0.51 0.54
H -8.424029 18.392951 -13.344615 0.10 -0.12 0.05
H -9.746639 19.036531 -12.348121 0.03 -0.04 0.04
H -10.117004 18.193631 -13.855278 0.01 -0.01 -0.10
H -9.940810 15.455958 -13.609276 -0.42 0.30 0.21
H -8.414367 16.157416 -13.787926 0.39 0.39 0.35
H -7.701528 15.054847 -11.643077 -0.10 0.01 0.24
H -9.037871 13.117409 -13.653660 -0.27 -0.01 0.39
H -7.670249 12.825762 -12.513559 -0.24 -0.23 -0.06
H -7.529987 13.933684 -13.867085 0.12 -0.01 0.05
H -10.488714 14.026906 -11.671072 0.05 -0.11 -0.24
H -9.826380 15.079145 -10.634875 -0.18 -0.13 0.22
C -5.215037 10.513087 -15.224741 0.43 -0.36 0.68
O -4.386947 9.935778 -14.198055 -1.28 0.22 -0.50
C -5.098483 9.186702 -13.267152 1.42 -1.05 2.15
C -5.441279 7.729234 -13.608952 -1.23 -1.42 -1.11
C -6.513321 7.601990 -14.728899 0.67 0.52 0.27
N -5.960091 6.991763 -12.451838 0.44 0.99 0.81
H -6.270979 10.567851 -14.949438 0.05 0.11 0.36
H -5.186561 9.849427 -16.089085 0.30 0.59 -0.42
H -4.798319 11.514945 -15.309972 -0.22 -0.04 -0.86
H -4.385270 9.148441 -12.427003 0.19 -0.50 -0.08
H -5.901819 9.673667 -12.694211 -0.71 0.37 -1.08
H -4.562706 7.122436 -13.843041 0.37 0.80 -0.68
H -6.916228 6.601307 -14.892607 0.51 -0.26 0.18
H -6.067913 7.950552 -15.660577 -0.42 0.03 -0.15
H -7.386826 8.189153 -14.434103 0.07 0.32 -0.25
H -5.870508 7.659885 -11.691482 -0.46 -0.57 0.57
H -6.926391 6.729171 -12.568012 -0.11 0.31 0.02
C -13.027871 8.617695 -18.177607 0.15 -0.50 -0.27
C -12.516775 9.325481 -16.949352 -0.85 0.63 0.18
O -11.652498 8.518446 -16.192817 0.58 -0.15 0.14
H -13.445170 7.645105 -17.907662 -0.22 0.10 0.13
H -12.219305 8.377288 -18.870143 0.06 0.26 -0.03
H -13.789457 9.202072 -18.693769 0.03 0.03 -0.02
H -13.366795 9.619960 -16.320942 -0.17 -0.16 -0.02
H -12.047625 10.281146 -17.194890 0.38 -0.20 -0.11
H -12.152890 8.081181 -15.483296 -0.23 -0.15 -0.16
C -9.745922 10.249127 -12.207555 -1.28 -1.05 0.06
C -10.296734 10.255531 -13.625500 1.42 0.32 -0.16
O -9.849050 9.042965 -14.220229 -0.53 -0.28 0.27
H -9.814703 11.164558 -11.627347 0.28 0.14 -0.30
H -8.778781 9.749690 -12.182940 0.26 0.51 -0.02
H -10.429226 9.533308 -11.734420 0.19 0.02 0.50
H -9.853669 11.064019 -14.218514 -0.27 0.28 0.04
H -11.383568 10.369640 -13.606205 -0.08 -0.14 -0.16
H -10.460046 8.812739 -14.940615 0.29 0.25 -0.19
C -7.130242 12.634007 -9.550342 0.29 0.00 -0.38
O -8.428625 12.109052 -9.722100 0.02 0.10 0.37
H -7.024095 13.699428 -9.773908 -0.39 0.09 -0.10
H -6.763705 12.527188 -8.528133 -0.18 -0.30 0.06
H -6.448005 12.116976 -10.232343 0.21 -0.06 0.13
H -8.969072 12.762364 -10.205240 0.11 0.24 -0.03
C -9.115214 6.524704 -11.082713 0.31 -0.02 0.93
O -9.799396 5.976229 -9.961103 -0.37 -0.73 -0.14
H -8.037597 6.385153 -10.971367 0.05 0.29 0.18
H -9.356601 5.948896 -11.974622 -0.54 0.25 0.01
H -9.386930 7.578745 -11.113121 0.28 0.02 -0.79
H -9.542674 6.431698 -9.156952 0.15 0.13 -0.10
```
Forces are in eV/Å.

---

No. 3
Computed, not measured: C18H25N3O5S in the gas phase, with ωB97M-V/def2-TZVPD.

Calculated values
max |F| = 0.8 eV Å⁻¹
E = -44615.7060 eV

```
52
Properties=species:S:1:pos:R:3:forces:R:3
C -6.982370 -3.104896 0.843548 0.08 -0.46 0.03
O -6.667755 -1.735834 0.647913 0.02 0.39 -0.04
C -5.393330 -1.464681 0.342533 0.18 -0.04 -0.04
O -4.539904 -2.332469 0.235815 -0.17 -0.12 0.05
C -5.136691 -0.048801 0.153765 0.41 0.15 -0.11
C -6.074573 1.017826 0.262224 0.11 0.20 -0.04
C -5.530112 2.233598 0.027737 0.22 -0.31 -0.01
C -6.197423 3.561530 0.052467 0.12 0.10 -0.04
S -3.819379 2.122835 -0.343079 -0.81 0.08 0.17
C -3.876330 0.415892 -0.169921 -0.32 0.03 0.08
N -2.767480 -0.369817 -0.341465 -0.08 -0.29 0.04
C -1.555640 0.162510 -0.670577 0.02 -0.37 0.04
O -1.421554 1.357943 -0.818981 0.34 -0.01 -0.13
C -0.468184 -0.888038 -0.804787 0.36 0.13 -0.04
N 0.790915 -0.336275 -1.245831 -0.25 -0.07 0.02
C 1.719442 -1.361035 -1.687451 0.13 0.08 -0.21
C 2.950363 -0.693247 -2.296901 0.02 -0.46 -0.08
N 3.570758 0.176647 -1.319804 -0.31 -0.04 -0.32
C 4.786214 -0.130065 -0.832054 0.25 0.20 0.25
O 5.436027 -1.071770 -1.254050 0.16 -0.21 -0.04
C 5.334900 0.800243 0.270965 0.29 0.01 -0.23
C 6.716309 0.326701 0.757440 -0.06 -0.08 -0.07
C 6.532404 0.139623 2.264945 -0.26 0.12 0.00
C 5.022961 -0.065760 2.367161 0.25 -0.27 0.32
O 4.471529 0.807987 1.404119 -0.17 0.19 -0.12
C 2.653024 1.182495 -0.839115 -0.22 0.16 0.38
C 1.418194 0.507653 -0.242905 0.11 0.35 0.02
H -6.389926 -3.518582 1.662591 -0.08 0.01 -0.07
H -6.773506 -3.676946 -0.063151 -0.05 0.03 0.09
H -8.042011 -3.141290 1.082370 0.05 0.02 -0.01
H -7.107274 0.851161 0.507212 -0.23 0.05 0.05
H -6.110064 4.051433 -0.916416 -0.09 0.11 -0.04
H -5.732478 4.209303 0.794543 -0.07 0.12 0.05
H -7.250749 3.446887 0.295579 -0.05 0.03 0.01
H -2.946421 -1.367298 -0.207745 0.16 0.19 -0.05
H -0.386648 -1.414031 0.167707 -0.05 0.00 -0.11
H -0.805694 -1.617978 -1.547311 -0.01 0.00 0.09
H 2.037045 -2.012071 -0.852701 -0.01 -0.01 -0.05
H 1.233339 -1.980045 -2.445062 0.01 -0.02 0.03
H 2.645976 -0.092644 -3.159297 0.00 -0.05 0.00
H 3.684379 -1.439761 -2.603254 -0.12 0.12 -0.01
H 5.364387 1.822360 -0.125086 -0.02 -0.12 0.05
H 6.948749 -0.619658 0.266594 0.03 0.14 0.03
H 7.495965 1.045842 0.518160 0.02 0.00 -0.02
H 6.819103 1.043943 2.803054 0.00 -0.03 0.07
H 7.094211 -0.703279 2.659181 0.05 -0.02 0.03
H 4.760421 -1.107468 2.131238 0.00 0.06 0.05
H 4.598909 0.204832 3.334745 0.01 -0.07 -0.04
H 2.341260 1.798085 -1.689700 0.01 0.03 0.08
H 3.119191 1.806429 -0.082033 -0.04 0.02 -0.10
H 1.722146 -0.075488 0.645211 0.00 0.01 -0.03
H 0.707387 1.275450 0.059839 0.06 -0.05 0.03
```
Forces are in eV/Å.

---

| no. | frontier orbital gap (Ha) |
| --- | --- |
| 1 | 0.32176 |
| 2 | 0.35118 |
| 3 | 0.32364 |